# 1
Molecular formula: C19H21BrClFeN2O6S2
Method: DFT, the ωB97M-V functional and the def2-TZVPD basis

Each line ends with the Mulliken charge.
Cartesian coordinates (Å):
Fe  1.27  0.35  0.20  0.586
S  0.61  1.01  2.38  -0.633
C  1.53  -0.13  3.36  0.858
C  1.30  -0.16  4.74  -0.661
C  1.98  -1.02  5.58  -0.533
C  2.92  -1.89  5.04  -0.498
C  3.16  -1.87  3.68  -0.635
C  2.48  -1.00  2.81  0.032
S  2.90  -1.06  1.10  -0.463
H  0.56  0.53  5.15  0.345
H  1.77  -1.02  6.65  0.321
H  3.46  -2.58  5.68  0.326
H  3.89  -2.54  3.25  0.368
O  4.23  2.20  -1.76  -0.695
Cl  2.82  2.01  -1.80  1.944
O  2.23  2.88  -2.79  -0.754
O  2.23  2.32  -0.49  -0.766
O  2.48  0.63  -2.08  -0.671
C  -2.13  2.50  -2.35  -1.019
C  -0.75  1.96  -1.92  -0.528
N  -0.68  1.94  -0.46  1.515
C  -1.88  1.30  0.09  -0.420
C  -3.09  2.23  -0.10  -0.874
N  -2.70  3.23  -1.16  0.054
C  -1.67  4.17  -0.59  -0.749
C  -0.56  3.30  0.05  -0.831
H  -2.82  1.69  -2.58  0.386
H  -2.08  3.21  -3.18  0.384
H  0.06  2.58  -2.30  0.582
H  -0.63  0.95  -2.30  0.025
H  -1.71  1.10  1.15  0.554
H  -2.03  0.36  -0.43  -0.027
H  -3.35  2.80  0.79  0.265
H  -3.97  1.70  -0.47  0.408
H  -3.51  3.76  -1.44  0.295
H  -2.18  4.81  0.13  0.371
H  -1.30  4.78  -1.42  0.318
H  -0.64  3.27  1.13  0.449
H  0.42  3.69  -0.21  0.320
Br  0.45  -7.51  -1.87  -0.239
C  0.06  -5.65  -1.76  0.234
C  -1.03  -5.16  -2.46  -0.562
C  -1.31  -3.80  -2.37  -0.251
C  -0.52  -2.96  -1.61  -0.156
C  0.57  -3.48  -0.91  -0.030
C  0.86  -4.84  -0.98  -0.670
C  -0.84  -1.49  -1.52  -0.025
O  -1.87  -1.06  -2.08  -0.705
O  -0.03  -0.77  -0.86  0.002
H  -1.64  -5.82  -3.06  0.406
H  -2.16  -3.38  -2.90  0.429
H  1.19  -2.82  -0.31  0.156
H  1.70  -5.24  -0.44  0.467

Properties
Multiplicity: 5
E, eV: -173928.2563
Total charge: -1
HOMO energy (alpha / beta), eV: -3.56 / -3.71
⟨S²⟩: 6.0116

---

# 2
Molecular formula: C19H21Cl2NO5ReTe
Method: DFT, the ωB97M-V functional and the def2-TZVPD basis

Each line ends with the Mulliken charge.
Cartesian coordinates (Å):
Re  2.10  0.76  2.55  1.757
O  3.69  -0.55  3.02  -0.496
C  4.65  -0.80  1.97  -0.287
C  4.48  0.26  0.86  -0.901
N  3.08  0.56  0.52  -0.480
C  2.51  -0.69  -0.06  -0.395
C  1.49  -1.43  0.85  0.417
O  1.14  -2.52  0.43  -0.568
O  0.95  -0.81  1.88  -0.683
C  2.68  1.80  -0.28  -0.366
C  1.45  2.51  0.44  0.559
O  1.04  3.50  -0.15  -0.508
O  0.98  2.05  1.60  -0.576
H  3.23  -1.26  3.48  0.412
H  5.69  -0.77  2.32  0.428
H  4.55  -1.84  1.56  0.279
H  5.09  1.09  1.23  0.437
H  4.89  -0.20  -0.02  0.582
H  1.80  -0.42  -0.88  0.348
H  3.20  -1.46  -0.44  0.391
H  3.53  2.52  -0.39  0.403
H  2.38  1.41  -1.30  0.322
Cl  2.09  -0.35  5.60  -0.157
C  0.95  0.40  4.18  -0.596
Cl  3.33  2.48  3.40  -0.186
H  0.62  1.15  4.86  0.507
H  0.18  -0.34  4.26  0.412
Te  -1.86  -0.01  -0.01  0.642
C  -3.13  1.30  -1.00  0.253
C  -4.42  1.59  -0.42  -0.403
C  -5.30  2.39  -1.10  -0.444
C  -4.93  3.11  -2.29  -0.522
C  -3.64  3.02  -2.68  -0.592
C  -2.77  2.13  -2.07  -0.173
C  -2.19  -1.67  -1.22  0.362
C  -2.94  -1.76  -2.43  -0.164
C  -2.84  -2.86  -3.21  -0.545
C  -2.13  -4.04  -2.75  -0.377
C  -1.47  -4.04  -1.53  -0.740
C  -1.57  -2.85  -0.75  -0.403
H  -4.67  1.11  0.55  0.318
H  -6.36  2.36  -0.79  0.341
H  -5.69  3.57  -2.88  0.456
H  -3.28  3.64  -3.44  0.452
H  -1.71  2.18  -2.25  0.330
H  -3.52  -0.86  -2.79  0.370
H  -3.18  -2.83  -4.25  0.381
H  -2.03  -4.87  -3.40  0.446
H  -0.98  -4.86  -1.02  0.428
H  -1.12  -2.81  0.24  0.528

Properties
Multiplicity: 4
E, eV: -66219.8337
Total charge: +2
HOMO energy (alpha / beta), eV: -14.54 / -14.54
⟨S²⟩: 3.7873